1.
76
Properties=species:S:1:pos:R:3 method="wB97M-V/def2-TZVPD" e_homo_ev=-11.890 charge=+1 relative_energy_kj_mol=15.5 gap_ev=8.896
Tl 0.99378 0.77706 2.46245
O 0.72220 3.31775 6.53468
C 0.65308 2.98643 5.24756
O 0.17399 1.96063 4.84101
C 1.24116 4.04288 4.34934
C 1.64996 5.28126 4.82896
C 2.13556 6.20382 3.91874
C 2.20860 5.85335 2.57899
C 1.78797 4.58301 2.20400
N 1.30735 3.70157 3.07060
C 1.78745 4.11080 0.76788
O 2.69166 4.64698 -0.05460
O 1.01744 3.28092 0.36037
H 0.34659 2.58925 7.05422
H 1.57592 5.50884 5.88189
H 2.44614 7.18672 4.24521
H 2.55275 6.57479 1.84919
H 3.32718 5.19813 0.41814
F -0.86122 -1.59822 3.42339
C -0.52618 -2.21547 4.58137
F -0.99262 -3.45242 4.55010
F -1.09987 -1.54725 5.57752
S 1.30548 -2.17159 4.77149
O 1.58321 -0.76348 4.58052
O 1.57107 -2.76086 6.03761
N 1.80240 -3.09817 3.61135
S 2.00480 -2.71558 2.11446
O 0.86848 -2.99641 1.27383
O 2.65393 -1.43983 1.88155
C 3.26268 -3.97445 1.65057
F 4.36961 -3.82476 2.36319
F 3.54992 -3.79623 0.35524
F 2.78612 -5.20025 1.81797
O -1.26715 1.79271 -0.44986
N -1.40764 1.12227 0.74700
C -2.19050 0.12731 0.68237
C -3.02948 -0.28806 -0.47136
C -4.40439 -0.24639 -0.24750
C -5.31052 -0.56315 -1.24461
C -4.85587 -0.94606 -2.49691
C -3.49541 -1.02168 -2.72871
C -2.57391 -0.69961 -1.72906
P -0.87470 -0.93058 -2.24054
C -0.49612 0.23267 -3.53443
C -1.15502 1.46289 -3.56883
C -0.81087 2.39704 -4.53130
C 0.18882 2.11049 -5.45147
C 0.85125 0.89029 -5.41601
C 0.51152 -0.05178 -4.45948
C -0.61481 -2.58989 -2.83247
C -0.13829 -3.53377 -1.92128
C 0.02914 -4.84825 -2.33066
C -0.28708 -5.21864 -3.62947
C -0.76621 -4.27828 -4.53470
C -0.92840 -2.96197 -4.14190
H -0.59594 2.46313 -0.24602
H -2.31896 -0.40731 1.61859
H -4.76259 0.05536 0.72883
H -6.37191 -0.51117 -1.04250
H -5.55360 -1.19594 -3.28425
H -3.14610 -1.34343 -3.70319
H -1.92833 1.68507 -2.84422
H -1.32406 3.34871 -4.56480
H 0.45212 2.84216 -6.20413
H 1.62840 0.67079 -6.13556
H 1.02320 -1.00617 -4.43896
H 0.11412 -3.25331 -0.90540
H 0.40805 -5.57800 -1.62789
H -0.15615 -6.24578 -3.94367
H -1.00516 -4.57099 -5.54830
H -1.28129 -2.22786 -4.85664
C 1.47080 -0.57573 -1.13918
O 0.03417 -0.72927 -0.97868
H 1.92381 -0.93845 -0.22274
H 1.68678 0.47950 -1.29907
H 1.83165 -1.16809 -1.97982

---

2.
67
Properties=species:S:1:pos:R:3 method="wB97M-V/def2-TZVPD" e_homo_ev="0.067 / -1.521" s2=0.832 charge=-2 relative_energy_kj_mol=165.3 multiplicity=2 gap_ev="4.486 / 6.066"
Hg 0.36821 0.84568 -0.60110
C -3.44602 2.89492 2.58392
C -2.77092 1.66488 2.04073
N -1.48594 1.58991 1.96518
N -0.80666 2.47202 2.67760
C 0.28771 3.08035 2.30623
N 1.05176 3.59150 3.35075
S 0.72987 3.53593 0.72001
C -3.57444 0.48545 1.70557
C -4.94200 0.54532 1.40753
C -5.64938 -0.63174 1.25143
C -4.99480 -1.84475 1.39224
C -3.63041 -1.81416 1.64739
N -2.94590 -0.69599 1.80477
H -2.79268 3.75369 2.43604
H -3.63399 2.79662 3.65850
H -4.39318 3.06922 2.07458
H 1.00322 3.00940 4.17646
H 1.99756 3.76624 3.04857
H -5.43878 1.49417 1.25600
H -6.70928 -0.60670 1.02180
H -5.52046 -2.78641 1.29772
H -3.05565 -2.72664 1.73940
N 3.39477 -2.74705 -0.83263
C 2.99083 -1.77573 -1.72309
N 1.79708 -1.62936 -2.13857
C 0.80503 -2.48141 -1.68857
N -0.46280 -2.18254 -1.91032
N -0.75828 -0.89583 -2.02147
C -1.88300 -0.54728 -2.61345
C -2.37849 0.77141 -2.51532
C -3.60123 1.14982 -3.12916
C -4.06141 2.43380 -3.00739
C -3.31061 3.36941 -2.27682
C -2.13276 2.92993 -1.69059
N -1.67900 1.69114 -1.79001
C 1.16831 -3.65150 -0.91310
C 0.27646 -4.65711 -0.53200
C 0.64236 -5.61754 0.40058
C 1.91025 -5.60048 0.95966
C 2.83296 -4.64200 0.55438
C 2.47362 -3.68208 -0.38055
H 4.21646 -2.57746 -0.27538
H 3.76965 -1.12204 -2.09891
H -2.45279 -1.27968 -3.18533
H -4.16387 0.40251 -3.67741
H -4.99861 2.73209 -3.46642
H -3.63859 4.39412 -2.16588
H -1.51949 3.61033 -1.10540
H -0.71649 -4.64811 -0.96121
H -0.07609 -6.36590 0.71543
H 2.18677 -6.31440 1.72567
H 3.82632 -4.61145 0.98639
O 3.40149 0.00010 2.28013
C 3.01522 0.17288 1.11526
O 1.90358 -0.23370 0.65671
C 4.02652 0.83353 0.15787
C 5.34855 0.76591 0.61087
C 6.42530 1.26147 -0.10002
C 6.18325 1.87801 -1.32324
C 4.89171 1.97710 -1.79165
C 3.78078 1.46349 -1.08672
S 2.27037 1.71435 -1.93982
H 5.50687 0.31148 1.58054
H 7.43556 1.17757 0.28558
H 7.00782 2.27220 -1.90922
H 4.69780 2.46108 -2.74073

---

3.
62
Properties=species:S:1:pos:R:3 method="wB97M-V/def2-TZVPD" e_homo_ev=-3.878 charge=-1 relative_energy_kj_mol=0.0 gap_ev=5.087
C -5.13312 -0.23076 1.67629
C -4.04904 0.62839 1.89018
C -2.84096 0.08658 2.31444
C -2.70444 -1.29088 2.53854
C -3.77281 -2.15421 2.31778
C -4.98978 -1.62296 1.87536
C -1.32148 -1.60574 2.97536
O -0.84069 -2.70327 3.25683
C -0.60449 -0.30350 3.00881
C 0.72301 -0.20288 3.29941
C 1.40813 1.04670 3.52753
C 0.76436 2.12651 4.18699
C 1.32782 3.39464 4.17409
C 2.55339 3.61518 3.52597
C 3.26599 2.52899 2.99697
C 2.71594 1.24813 3.02865
C -1.53645 0.77462 2.52231
O -1.30939 1.95204 2.27436
H -6.09337 0.17268 1.34680
H -4.12305 1.70354 1.73596
H -3.63231 -3.21930 2.49343
H -5.83673 -2.28471 1.68049
H 1.32172 -1.11451 3.27340
H -0.18956 1.94711 4.68475
H 0.78931 4.21710 4.64905
H 2.94988 4.62836 3.44437
H 4.24696 2.67643 2.54206
H 3.23471 0.38626 2.60400
C 0.20546 -5.58248 2.06212
C 1.29224 -4.69485 1.53923
O 1.75861 -3.98113 2.69877
C 2.65123 -3.01647 2.43694
C 3.25047 -2.41463 3.64648
C 2.49481 -2.38138 4.91871
O 2.54506 -1.45218 5.72723
O 1.69259 -3.44224 5.11126
C 0.95368 -3.45243 6.35054
C -0.24683 -4.32090 6.12366
C 4.61179 -2.01797 3.62514
C 5.23076 -1.32951 4.72770
C 6.57849 -1.01879 4.73127
C 7.39303 -1.35320 3.62814
N 8.74437 -0.90512 3.57005
O 9.36495 -1.01886 2.48767
O 9.26354 -0.40129 4.59143
C 6.82376 -2.01950 2.52288
C 5.47844 -2.33879 2.51722
O 2.91452 -2.65906 1.28683
H -0.21105 -6.17786 1.24733
H 0.58600 -6.26041 2.83500
H -0.58791 -4.96931 2.50040
H 2.13261 -5.28278 1.14191
H 0.91407 -3.97689 0.79919
H 1.61260 -3.86846 7.12718
H 0.65823 -2.42419 6.58315
H -0.89380 -4.25644 7.00402
H -0.79871 -3.98558 5.23572
H 0.04609 -5.36915 5.99218
H 4.60512 -1.04169 5.56937
H 7.02871 -0.48820 5.56607
H 7.45962 -2.25683 1.67331
H 5.05995 -2.83006 1.64147

---

4.
79
Properties=species:S:1:pos:R:3 method="wB97M-V/def2-TZVPD" e_homo_ev="-3.702 / -3.745" s2=0.767 charge=-2 relative_energy_kj_mol=0.0 multiplicity=2 gap_ev="7.471 / 7.514"
Cr 0.43378 0.42985 1.43059
O 2.06851 2.98867 3.12851
As 0.39623 3.27468 2.83338
O -0.34682 4.01653 4.07521
O -0.28868 1.75060 2.44337
C 0.24795 4.47993 1.29239
C -0.58161 5.56783 1.56373
C -0.81723 6.54481 0.60832
C -0.21196 6.44955 -0.63689
C 0.61773 5.37522 -0.91533
C 0.84832 4.39243 0.03774
S 1.90478 3.02655 -0.45155
O 3.24545 3.38511 -0.06186
O 1.69028 2.86606 -1.87196
O 1.34389 1.92895 0.35501
H 2.32285 2.08167 2.83434
H -1.03579 5.62845 2.54530
H -1.47206 7.37631 0.84085
H -0.38755 7.20458 -1.39426
H 1.08073 5.26302 -1.88696
O 2.16579 -2.35065 2.73237
As 3.19252 -0.95105 2.54261
O 4.31848 -0.92085 3.71729
O 2.18952 0.38644 2.36226
C 4.10645 -1.07228 0.82051
C 5.46471 -0.78718 0.94629
C 6.27970 -0.67347 -0.16967
C 5.74100 -0.83216 -1.43587
C 4.39444 -1.12731 -1.57448
C 3.58609 -1.25736 -0.45516
S 1.90950 -1.76614 -0.76632
O 1.85255 -3.19164 -0.47409
O 1.61754 -1.42746 -2.13542
O 1.06044 -1.01011 0.18736
H 1.23859 -2.10114 2.56356
H 5.86229 -0.64392 1.94377
H 7.33041 -0.44066 -0.04570
H 6.35986 -0.72002 -2.31737
H 3.94568 -1.24367 -2.55150
O -4.25835 -2.33318 1.75144
C -3.48823 -2.88684 2.70063
C -4.02750 -3.94005 3.44139
C -3.29146 -4.55165 4.43710
C -1.99708 -4.12638 4.72019
C -1.45637 -3.08543 3.98934
C -2.17799 -2.45293 2.97661
C -1.53364 -1.35435 2.22243
O -0.32536 -1.03132 2.52116
N -2.23222 -0.76790 1.28688
N -1.49099 0.20160 0.62182
C -2.14563 0.89508 -0.22711
S -1.31580 2.06917 -1.20960
C -2.72839 2.34455 -2.30520
C -3.99049 2.24420 -1.47336
S -3.87315 0.74140 -0.46585
H -3.72384 -1.60567 1.33381
H -5.03585 -4.25783 3.20799
H -3.73037 -5.36820 4.99879
H -1.41666 -4.60330 5.49871
H -0.45291 -2.73426 4.18906
H -2.71957 1.60024 -3.10128
H -2.61337 3.33801 -2.73994
H -4.88270 2.15318 -2.09446
H -4.09170 3.11327 -0.82271
N -0.63391 -3.31589 -2.13847
C -1.43885 -2.46675 -1.42963
N -2.07051 -1.60118 -2.16029
C -1.62612 -1.83410 -3.45014
C -1.92389 -1.17369 -4.63647
C -1.27914 -1.58235 -5.79101
C -0.35094 -2.63258 -5.77020
C -0.04784 -3.30493 -4.59900
C -0.70213 -2.89381 -3.44668
H 0.19157 -3.71208 -1.69977
H -1.50681 -2.53381 -0.35472
H -2.63858 -0.35921 -4.64473
H -1.48289 -1.07778 -6.72764
H 0.14806 -2.91405 -6.68962
H 0.68725 -4.09937 -4.57988

---

Number 1: DFT total energy -3945.41082 a.u.. Number 2: DFT total energy -2712.59737 a.u.. Number 3: DFT total energy -1776.15807 a.u.. Number 4: DFT total energy -9501.55639 a.u..